{
  "formula": "C16H26B2CeN6O2",
  "method": "ωB97M-V with the def2-TZVPD basis set",
  "total_energy_ha": -1628.44868,
  "total_charge": 2,
  "homo_lumo_gap_ev": [5.2, 5.2],
  "homo_energy_ev": [-15.23, -15.23],
  "species": ["H", "N", "B", "N", "C", "Ce", "H", "C", "H", "C", "H", "C", "H", "H", "H", "N", "N", "N", "N", "C", "C", "H", "H", "C", "C", "C", "C", "H", "H", "H", "H", "H", "C", "C", "C", "O", "B", "O", "C", "C", "C", "H", "H", "H", "H", "H", "H", "H", "H", "H", "H", "H", "H"],
  "xyz": [[-3.057, -0.897, 1.381], [-2.103, 0.646, 0.286], [-1.461, 2.758, -1.025], [-2.489, 1.865, -0.250], [-3.784, 2.051, 0.038], [0.012, 0.005, 0.153], [-4.255, 2.947, -0.296], [-4.257, 0.941, 0.765], [-5.231, 0.791, 1.133], [-3.170, 0.062, 0.906], [-1.990, 3.748, -1.392], [2.131, -0.593, -0.327], [2.226, -1.561, 0.160], [2.647, 0.235, 0.170], [2.176, -0.592, -1.414], [-0.913, 1.951, -2.256], [-0.271, 3.112, -0.077], [-0.262, 0.740, -2.070], [0.495, 2.093, 0.501], [-0.972, 2.208, -3.572], [0.194, 4.286, 0.365], [-1.448, 3.106, -3.898], [-0.282, 5.182, 0.031], [-0.350, 1.156, -4.268], [1.282, 4.058, 1.232], [0.090, 0.242, -3.284], [1.452, 2.663, 1.297], [-0.231, 1.060, -5.308], [1.857, 4.783, 1.735], [0.610, -0.699, -3.353], [2.147, 2.039, 1.827], [-0.418, -1.661, -0.396], [1.665, -2.995, 4.588], [2.044, -2.945, 3.112], [3.509, -3.242, 2.950], [1.727, -1.605, 2.685], [0.559, -1.732, 2.067], [0.056, -2.943, 1.855], [1.113, -3.854, 2.192], [1.764, -4.351, 0.895], [0.534, -5.047, 2.902], [2.284, -2.301, 5.165], [1.845, -3.993, 4.993], [0.615, -2.723, 4.775], [4.119, -2.609, 3.591], [3.689, -4.281, 3.242], [3.856, -3.114, 1.922], [2.567, -5.064, 1.125], [1.023, -4.898, 0.295], [2.180, -3.571, 0.246], [-0.057, -4.779, 3.779], [-0.112, -5.619, 2.235], [1.345, -5.710, 3.217]],
  "lowdin_charge": [0.133, -0.158, -0.434, 0.018, 0.015, 1.144, 0.141, 0.018, 0.104, -0.034, 0.133, -0.075, 0.036, 0.066, 0.060, -0.001, 0.028, -0.101, -0.161, -0.002, 0.019, 0.137, 0.144, 0.010, 0.024, -0.055, -0.034, 0.100, 0.106, 0.125, 0.129, -0.009, 0.012, -0.436, 0.019, 0.182, -0.492, 0.183, -0.430, 0.018, 0.014, 0.112, 0.109, 0.112, 0.110, 0.119, 0.098, 0.114, 0.115, 0.083, 0.102, 0.111, 0.120]
}



{
  "formula": "C39H101N7O12",
  "method": "ωB97M-V with the def2-TZVPD basis set",
  "relative_energy_kcal_mol": 122.42,
  "total_energy_ha": -2832.20504,
  "homo_lumo_gap_ev": 8.9,
  "homo_energy_ev": -8.55,
  "smiles": "COC[C@H](C)N.COC[C@H](C)N.COC[C@H](C)N.COCCNCCOC.COCCNCCOC.COCCNCCOC.COCCNCCOC.CC(C)O",
  "species": ["C", "O", "C", "C", "C", "N", "H", "H", "H", "H", "H", "H", "H", "H", "H", "H", "H", "C", "O", "C", "C", "C", "N", "H", "H", "H", "H", "H", "H", "H", "H", "H", "H", "H", "C", "O", "C", "C", "C", "N", "H", "H", "H", "H", "H", "H", "H", "H", "H", "H", "H", "C", "O", "C", "C", "N", "C", "C", "O", "C", "H", "H", "H", "H", "H", "H", "H", "H", "H", "H", "H", "H", "H", "H", "H", "C", "O", "C", "C", "N", "C", "C", "O", "C", "H", "H", "H", "H", "H", "H", "H", "H", "H", "H", "H", "H", "H", "H", "H", "C", "O", "C", "C", "N", "C", "C", "O", "C", "H", "H", "H", "H", "H", "H", "H", "H", "H", "H", "H", "H", "H", "H", "H", "C", "O", "C", "C", "N", "C", "C", "O", "C", "H", "H", "H", "H", "H", "H", "H", "H", "H", "H", "H", "H", "H", "H", "H", "C", "C", "C", "O", "H", "H", "H", "H", "H", "H", "H", "H"],
  "xyz": [[-3.596, 1.445, 4.217], [-4.023, 1.539, 2.812], [-4.805, 0.429, 2.515], [-5.114, 0.202, 1.004], [-6.141, 1.319, 0.502], [-5.611, -1.152, 0.928], [-3.147, 0.502, 4.532], [-4.368, 1.687, 4.947], [-2.881, 2.244, 4.414], [-4.262, -0.423, 2.925], [-5.738, 0.447, 3.077], [-4.137, 0.324, 0.536], [-5.563, 2.236, 0.612], [-6.999, 1.456, 1.161], [-6.498, 1.115, -0.508], [-5.971, -1.560, 0.077], [-6.288, -1.343, 1.653], [7.351, -2.009, 9.728], [6.059, -2.378, 10.226], [4.826, -1.710, 9.786], [4.120, -2.353, 8.577], [4.854, -2.111, 7.265], [2.757, -1.981, 8.474], [8.065, -2.793, 9.978], [7.695, -0.986, 9.881], [7.192, -2.019, 8.650], [4.220, -1.891, 10.674], [5.010, -0.641, 9.675], [4.132, -3.442, 8.620], [5.750, -2.720, 7.146], [5.056, -1.040, 7.271], [4.236, -2.296, 6.386], [2.275, -2.115, 9.351], [2.238, -2.299, 7.668], [5.368, -1.059, -9.907], [4.795, -1.320, -11.226], [5.358, -2.356, -11.954], [4.694, -2.475, -13.383], [5.315, -3.568, -14.250], [4.841, -1.215, -14.189], [5.071, -1.743, -9.112], [5.047, -0.029, -9.747], [6.439, -1.225, -10.026], [6.430, -2.215, -12.089], [5.247, -3.252, -11.343], [3.614, -2.584, -13.287], [4.712, -3.593, -15.158], [5.266, -4.518, -13.718], [6.360, -3.395, -14.505], [4.594, -0.505, -13.514], [5.824, -1.110, -14.394], [6.747, -5.170, -3.376], [7.499, -4.591, -4.427], [8.894, -4.331, -4.272], [9.652, -5.641, -4.767], [9.108, -5.947, -6.059], [9.270, -7.376, -6.423], [8.548, -7.429, -7.798], [8.458, -8.739, -8.320], [9.389, -9.151, -9.293], [7.128, -6.118, -2.997], [5.737, -5.332, -3.749], [6.774, -4.515, -2.504], [9.136, -3.898, -3.301], [9.093, -3.461, -4.898], [9.574, -6.425, -4.015], [10.727, -5.501, -4.880], [8.164, -5.603, -5.960], [8.786, -8.022, -5.691], [10.349, -7.528, -6.375], [9.171, -6.782, -8.416], [7.527, -7.109, -7.592], [9.202, -10.176, -9.612], [10.389, -9.139, -8.859], [9.369, -8.485, -10.156], [-11.081, 9.031, 11.983], [-11.487, 9.550, 10.764], [-10.453, 9.737, 9.678], [-9.784, 8.392, 9.217], [-9.125, 8.336, 7.990], [-8.686, 6.990, 7.623], [-7.703, 6.963, 6.436], [-6.528, 7.732, 6.955], [-5.553, 8.062, 5.938], [-11.926, 9.165, 12.659], [-10.069, 9.263, 12.315], [-10.977, 7.947, 12.007], [-9.723, 10.243, 10.310], [-10.705, 10.511, 8.952], [-10.537, 7.608, 9.142], [-9.159, 8.115, 10.067], [-8.390, 9.020, 8.100], [-9.578, 6.391, 7.440], [-8.068, 6.647, 8.453], [-8.046, 7.557, 5.589], [-7.391, 5.987, 6.064], [-5.242, 7.181, 5.376], [-4.710, 8.593, 6.381], [-6.138, 8.701, 5.277], [-5.671, -4.859, 10.042], [-5.444, -5.343, 8.705], [-4.214, -4.952, 8.142], [-4.084, -5.567, 6.720], [-2.860, -5.070, 6.087], [-2.784, -5.795, 4.794], [-1.461, -5.616, 4.041], [-1.127, -6.856, 3.295], [-1.667, -6.904, 1.973], [-4.796, -4.880, 10.692], [-6.319, -5.493, 10.649], [-6.165, -3.888, 9.998], [-3.410, -5.421, 8.710], [-4.059, -3.874, 8.095], [-4.867, -5.251, 6.031], [-4.232, -6.641, 6.829], [-2.023, -5.325, 6.591], [-3.640, -5.530, 4.173], [-2.927, -6.837, 5.078], [-0.684, -5.621, 4.806], [-1.392, -4.772, 3.355], [-2.342, -7.756, 1.891], [-0.873, -7.112, 1.256], [-2.050, -5.932, 1.663], [2.164, 7.614, -7.487], [0.976, 6.873, -7.269], [-0.185, 7.728, -7.060], [-1.254, 6.996, -6.391], [-1.502, 5.716, -6.971], [-2.639, 5.014, -6.331], [-2.948, 3.666, -7.124], [-1.763, 2.917, -7.023], [-1.774, 1.809, -7.975], [2.989, 6.984, -7.817], [2.527, 8.022, -6.544], [2.120, 8.475, -8.154], [-0.367, 8.277, -7.985], [-0.020, 8.596, -6.421], [-2.112, 7.659, -6.275], [-0.928, 6.835, -5.363], [-0.704, 5.107, -6.866], [-3.575, 5.572, -6.354], [-2.361, 4.770, -5.306], [-3.090, 3.870, -8.186], [-3.870, 3.302, -6.671], [-2.001, 2.085, -9.005], [-2.363, 0.935, -7.695], [-0.733, 1.547, -8.164], [1.592, 1.112, -1.608], [1.736, 2.033, -0.354], [0.789, 3.178, -0.198], [1.477, 1.224, 0.796], [1.556, 0.070, -1.290], [2.498, 1.121, -2.214], [0.777, 1.310, -2.305], [2.775, 2.315, -0.187], [-0.151, 2.964, -0.706], [1.082, 4.050, -0.783], [0.542, 3.550, 0.796], [0.529, 1.219, 0.944]],
  "lowdin_charge": [-0.080, -0.171, -0.268, -0.390, -0.049, 0.017, 0.084, 0.081, 0.081, 0.111, 0.121, 0.131, 0.064, 0.066, 0.063, 0.071, 0.069, -0.098, -0.211, -0.142, -0.480, -0.068, 0.026, 0.090, 0.081, 0.056, 0.117, 0.125, 0.128, 0.074, 0.080, 0.072, 0.073, 0.077, -0.056, -0.217, -0.235, -0.396, -0.080, 0.028, 0.080, 0.090, 0.079, 0.117, 0.120, 0.132, 0.078, 0.073, 0.075, 0.053, 0.058, -0.095, -0.237, -0.168, -0.217, -0.095, -0.176, -0.203, -0.202, -0.114, 0.081, 0.091, 0.083, 0.114, 0.116, 0.103, 0.109, 0.086, 0.112, 0.116, 0.120, 0.124, 0.086, 0.082, 0.084, -0.169, -0.207, -0.106, -0.261, -0.089, -0.190, -0.156, -0.244, -0.093, 0.091, 0.085, 0.071, 0.097, 0.117, 0.120, 0.111, 0.115, 0.123, 0.115, 0.110, 0.115, 0.079, 0.085, 0.078, -0.099, -0.188, -0.231, -0.221, -0.071, -0.217, -0.156, -0.214, -0.115, 0.081, 0.078, 0.084, 0.116, 0.121, 0.117, 0.116, 0.099, 0.117, 0.113, 0.113, 0.116, 0.083, 0.075, 0.082, -0.127, -0.175, -0.229, -0.264, -0.057, -0.175, -0.228, -0.191, -0.087, 0.084, 0.080, 0.083, 0.123, 0.116, 0.130, 0.121, 0.106, 0.110, 0.111, 0.112, 0.111, 0.079, 0.085, 0.081, -0.039, -0.457, -0.076, -0.084, 0.073, 0.064, 0.069, 0.133, 0.078, 0.078, 0.085, 0.077]
}



{
  "formula": "C24H21ClN2PPm",
  "method": "ωB97M-V with the def2-TZVPD basis set",
  "total_energy_ha": -2445.95294,
  "total_charge": 2,
  "homo_lumo_gap_ev": [5.5, 6.2],
  "s_squared": 6.02,
  "homo_energy_ev": [-14.32, -14.31],
  "multiplicity": 5,
  "species": ["Pm", "Cl", "P", "C", "C", "C", "C", "C", "C", "C", "C", "C", "C", "C", "C", "C", "C", "C", "C", "C", "C", "H", "H", "H", "H", "H", "H", "H", "H", "H", "H", "H", "H", "H", "H", "H", "H", "H", "N", "C", "C", "C", "C", "N", "C", "C", "H", "H", "H", "H"],
  "xyz": [[0.091, -1.618, 0.648], [-1.869, -2.944, -0.241], [0.127, 1.129, -0.382], [1.668, 1.288, -1.321], [2.505, 2.386, -1.073], [3.791, 2.483, -1.630], [4.232, 1.413, -2.439], [3.399, 0.288, -2.649], [2.134, 0.183, -2.055], [-1.199, 1.170, -1.605], [-2.412, 0.571, -1.192], [-3.325, 0.227, -2.194], [-3.074, 0.459, -3.560], [-1.811, 0.926, -3.936], [-0.854, 1.233, -2.969], [-0.107, 2.527, 0.717], [-0.439, 2.246, 2.051], [-0.987, 3.279, 2.799], [-1.266, 4.543, 2.232], [-1.074, 4.754, 0.846], [-0.547, 3.704, 0.086], [-2.564, 0.208, -0.158], [-4.232, -0.300, -1.878], [-3.841, 0.233, -4.304], [-1.541, 1.000, -4.991], [0.199, 1.306, -3.275], [2.148, 3.090, -0.325], [4.427, 3.365, -1.409], [5.225, 1.471, -2.903], [3.745, -0.565, -3.248], [1.576, -0.780, -2.045], [-0.293, 1.227, 2.421], [-1.125, 3.076, 3.856], [-1.579, 5.381, 2.868], [-1.254, 5.725, 0.358], [-0.527, 3.680, -1.003], [2.660, 0.540, 1.473], [2.061, 0.766, 1.877], [-1.436, -8.032, 3.577], [-1.098, -6.985, 3.158], [-0.741, -5.696, 2.672], [-1.154, -4.569, 3.364], [-0.510, -3.353, 3.090], [0.453, -3.225, 2.101], [0.766, -4.358, 1.379], [0.213, -5.592, 1.643], [-1.912, -4.663, 4.167], [-0.716, -2.479, 3.704], [1.532, -4.225, 0.612], [0.535, -6.488, 1.087]],
  "lowdin_charge": [1.429, -0.056, 0.903, -0.425, -0.078, -0.029, -0.035, -0.058, -0.142, -0.378, -0.134, -0.066, -0.032, -0.047, -0.074, -0.400, -0.134, -0.060, -0.022, -0.027, -0.078, 0.087, 0.120, 0.123, 0.121, 0.106, 0.101, 0.131, 0.123, 0.119, 0.095, 0.065, 0.113, 0.125, 0.127, 0.116, 0.080, 0.044, 0.249, -0.119, -0.170, 0.047, -0.087, -0.246, -0.154, 0.044, 0.163, 0.131, 0.128, 0.160]
}



{
  "formula": "C23H28N4O4",
  "method": "ωB97M-V with the def2-TZVPD basis set",
  "relative_energy_kcal_mol": 16.29,
  "total_energy_ha": -1413.27735,
  "homo_lumo_gap_ev": 7.9,
  "homo_energy_ev": -7.86,
  "smiles": "CCN(CC)CCNC(=O)c1cccc(NC(=O)C(=O)c2ccccc2NC(C)=O)c1",
  "species": ["C", "C", "N", "C", "C", "C", "C", "N", "C", "O", "C", "C", "C", "C", "C", "N", "C", "O", "C", "O", "C", "C", "C", "C", "C", "C", "N", "C", "C", "O", "C", "H", "H", "H", "H", "H", "H", "H", "H", "H", "H", "H", "H", "H", "H", "H", "H", "H", "H", "H", "H", "H", "H", "H", "H", "H", "H", "H", "H"],
  "xyz": [[6.361, 1.249, -1.266], [6.312, 0.755, 0.186], [5.206, 1.202, 0.997], [5.040, 2.617, 1.211], [4.105, 3.370, 0.254], [4.047, 0.359, 1.083], [3.286, 0.074, -0.233], [2.123, -0.742, 0.013], [2.084, -2.059, -0.301], [2.985, -2.621, -0.895], [0.844, -2.775, 0.129], [0.936, -4.143, 0.364], [-0.182, -4.855, 0.763], [-1.396, -4.214, 0.921], [-1.500, -2.846, 0.673], [-2.741, -2.237, 0.834], [-3.100, -0.950, 0.662], [-2.375, -0.010, 0.394], [-4.618, -0.808, 0.878], [-5.240, -1.711, 1.397], [-5.171, 0.549, 0.654], [-5.971, 1.071, 1.669], [-6.426, 2.374, 1.622], [-6.085, 3.177, 0.545], [-5.329, 2.661, -0.489], [-4.873, 1.346, -0.454], [-4.186, 0.867, -1.575], [-4.089, -0.423, -1.973], [-3.403, -0.600, -3.303], [-4.506, -1.361, -1.316], [-0.377, -2.128, 0.275], [5.452, 0.992, -1.803], [6.497, 2.327, -1.302], [7.203, 0.784, -1.773], [6.292, -0.337, 0.191], [7.237, 1.074, 0.684], [6.036, 3.065, 1.163], [4.664, 2.759, 2.233], [4.154, 4.435, 0.468], [4.390, 3.213, -0.782], [3.075, 3.047, 0.388], [3.357, 0.819, 1.797], [4.355, -0.611, 1.494], [3.921, -0.494, -0.914], [2.978, 1.007, -0.712], [1.400, -0.353, 0.598], [1.889, -4.629, 0.228], [-0.108, -5.916, 0.949], [-2.271, -4.767, 1.229], [-3.526, -2.841, 1.070], [-6.212, 0.431, 2.504], [-7.036, 2.764, 2.421], [-6.420, 4.202, 0.504], [-5.086, 3.281, -1.341], [-3.834, 1.579, -2.200], [-2.360, -0.302, -3.207], [-3.446, -1.646, -3.593], [-3.876, 0.009, -4.070], [-0.488, -1.079, 0.057]],
  "nbo_charge": [-0.629, -0.202, -0.466, -0.201, -0.630, -0.206, -0.251, -0.610, 0.665, -0.625, -0.117, -0.194, -0.191, -0.251, 0.237, -0.608, 0.599, -0.623, 0.545, -0.554, -0.207, -0.136, -0.232, -0.175, -0.264, 0.277, -0.611, 0.708, -0.709, -0.601, -0.264, 0.203, 0.199, 0.212, 0.198, 0.184, 0.193, 0.184, 0.210, 0.205, 0.197, 0.187, 0.195, 0.232, 0.192, 0.397, 0.236, 0.218, 0.213, 0.429, 0.231, 0.219, 0.218, 0.208, 0.404, 0.241, 0.248, 0.227, 0.245]
}



> What is the formula in the fourth record?

C23H28N4O4